ORCA calculation (ωB97M-V with the def2-TZVPD basis set) on a structure of composition C16H20MnN2OP in a non-equilibrium geometry.

<S²>: 6.098
Spin multiplicity: 5
Orbital gap (alpha / beta), eV: 4.25 / 4.21

Each line ends with the Löwdin charge.
Positions of all 41 atoms, in Å:
C -2.6121 -1.5569 -3.8942  -0.23
C -1.2388 -1.4976 -4.3052  -0.23
C -0.5458 -2.5644 -3.6486  -0.23
C -1.5220 -3.4435 -3.0923  -0.22
C -2.7842 -2.7727 -3.1295  -0.23
Mn -2.5377 -0.3058 0.3721  0.47
P -3.9293 1.4217 -0.5271  0.65
H -3.4081 -0.8635 -4.1449  0.04
H -0.7796 -0.7428 -4.9436  0.05
H 0.5391 -2.7487 -3.7131  0.06
H -3.7279 -3.1042 -2.6709  0.05
H -1.3160 -4.3959 -2.6115  0.05
H -5.3431 1.3539 -0.3450  -0.12
H -3.8356 1.5263 -1.9385  -0.11
H -3.5913 2.7850 -0.1815  -0.12
C 3.2009 1.6235 1.6403  0.00
N 2.2426 1.1654 0.6460  -0.07
N 1.2196 0.3255 0.9243  0.05
C 0.5416 0.0377 -0.2543  -0.36
O -0.6191 -0.4561 -0.2655  -0.13
C 1.3421 0.5916 -1.2897  0.09
C 2.3650 1.2862 -0.6925  -0.26
C 3.4660 2.0544 -1.3058  -0.01
C 0.6845 0.0921 2.2257  -0.19
C 0.5593 1.1291 3.1583  -0.03
C -0.0148 0.8740 4.4096  -0.07
C -0.4868 -0.4072 4.7166  -0.08
C -0.3693 -1.4470 3.7815  -0.07
C 0.2171 -1.1987 2.5375  -0.01
H 2.9435 1.2516 2.6295  0.08
H 3.2489 2.7160 1.6815  0.10
H 4.2150 1.2972 1.3907  0.10
H 1.1104 0.5036 -2.3349  0.13
H 3.4911 3.0983 -0.9626  0.09
H 4.4304 1.5962 -1.0458  0.09
H 3.3356 2.0272 -2.3958  0.10
H 0.9324 2.1254 2.9245  0.11
H -0.0977 1.6852 5.1375  0.11
H -0.9376 -0.6108 5.6891  0.11
H -0.7327 -2.4492 4.0240  0.11
H 0.3445 -2.0022 1.8042  0.13

***

ORCA calculation (ωB97M-V with the def2-TZVPD basis set) on a structure of composition C16H20N2 in a non-equilibrium geometry.

Energy relative to the best compared isomer or geometry (same formula, charge and spin), eV: 12.296
Orbital gap, eV: 8.75

Each line ends with the Löwdin charge.
Positions of all 38 atoms, in Å:
C 6.3474 0.3573 -0.3719  -0.06
C 4.9970 0.0120 -0.3002  -0.35
C 4.5835 -1.1840 -0.0714  -0.08
C 3.1338 -1.5857 0.0983  -0.03
C 2.1441 -0.7345 -0.1161  -0.27
C 2.4744 0.6653 -0.2187  -0.23
C 3.7941 0.8913 -0.2477  0.00
H 4.1715 2.0511 -0.7634  0.18
N 1.5312 1.7935 -0.4775  0.14
H 1.9575 2.5392 -0.8818  0.03
H 0.6330 1.6394 -0.7045  0.01
N 0.6388 -0.7446 0.0680  -0.04
H 0.6103 -2.0264 0.0257  0.22
C 0.0891 -0.1891 1.3695  -0.17
C -1.4561 -0.4156 1.0474  -0.24
H -2.0009 -0.0670 2.2087  0.19
H -1.6792 -1.6140 1.1056  0.16
C -1.9966 0.3368 0.0472  -0.37
C -3.3333 0.3002 -0.2656  -0.20
C -3.9579 -0.8139 -0.8444  -0.06
C -5.3367 -1.0758 -1.1741  0.06
C -6.3007 -0.1337 -0.2868  0.02
C -5.7103 0.9381 0.3751  -0.15
C -4.4050 1.0812 0.6123  0.02
H -3.9758 2.0258 0.7912  0.09
H -6.3121 1.5082 0.8108  0.02
H -7.2355 -0.5763 -0.5390  0.07
H -5.6198 -1.7321 -1.7121  -0.04
H -3.3145 -1.5561 -1.3544  0.11
H -1.7043 1.4108 0.1852  0.15
H -1.4201 0.1520 -0.9732  0.17
H 0.3227 0.7478 1.2893  0.02
H 0.4074 -0.7419 2.2834  0.13
H 2.7409 -2.6960 0.3063  0.14
H 5.1153 -2.1391 0.0344  0.11
H 6.6640 1.2219 0.3829  0.16
H 6.9341 -0.5354 -0.6026  0.11
H 6.4689 0.8895 -1.1358  -0.01

***

ORCA calculation (ωB97M-V with the def2-TZVPD basis set) on a cluster of 2 separate species, C16H20N2O2 in total in a non-equilibrium geometry.

Energy relative to the best compared isomer or geometry (same formula, charge and spin), eV: 4.713
Orbital gap, eV: 3.78

Each line ends with the Löwdin charge.
Positions of all 40 atoms, in Å:
C -1.6454 0.8554 -1.6025  -0.03
C -0.4457 1.7174 -1.7356  0.09
C 0.8911 1.3509 -1.6504  -0.10
C 1.8995 2.3857 -1.6323  -0.17
C 1.5308 3.8308 -1.5931  -0.04
C 3.2344 2.0495 -1.6081  0.01
C 3.6626 0.7251 -1.5962  -0.20
C 5.1149 0.3875 -1.5928  -0.02
C 2.7007 -0.2813 -1.5838  0.02
C 1.3493 -0.0172 -1.5969  -0.13
C 0.4308 -1.1891 -1.5853  -0.01
H -2.5611 1.4496 -1.5566  0.10
H -1.7575 0.1728 -2.4468  0.10
H -1.6174 0.2692 -0.6826  0.07
H -0.6410 2.7594 -1.9303  0.12
H 2.4201 4.4600 -1.5564  0.09
H 0.9655 4.1277 -2.4766  0.09
H 0.9387 4.0621 -0.7070  0.10
H 3.9738 2.8330 -1.5859  0.13
H 5.2647 -0.6943 -1.5963  0.09
H 5.6143 0.7941 -2.4750  0.10
H 5.6089 0.7894 -0.7057  0.10
H 3.0314 -1.3071 -1.5717  0.12
H 0.9993 -2.1205 -1.5901  0.09
H -0.1887 -1.2015 -0.6881  0.10
H -0.2067 -1.2042 -2.4693  0.09
C -4.3926 -3.1838 2.4562  -0.05
N -3.3143 -2.2631 2.7759  -0.08
C -2.7875 -1.4808 1.7384  -0.58
O -3.2647 -1.6224 0.6197  -0.03
N -1.7833 -0.5979 1.9665  0.15
C -1.3021 -0.4931 3.2321  -0.60
O -0.3943 0.2968 3.4856  -0.06
C -1.8325 -1.2954 4.2989  -0.03
C -2.8262 -2.1599 4.0464  -0.09
H -4.7190 -3.7292 3.3397  0.08
H -5.2328 -2.6266 2.0471  0.08
H -4.0516 -3.8905 1.7026  0.08
H -1.4172 -1.1817 5.2861  0.10
H -3.2490 -2.7770 4.8201  0.11

***

ORCA calculation (ωB97M-V with the def2-TZVPD basis set) on an isolated molecule of C16H20N2O2S in a non-equilibrium geometry.

Energy relative to the best compared isomer or geometry (same formula, charge and spin), eV: 1.389
Orbital gap, eV: 8.87
SMILES string: COc1ccc([C@@H](CC(=O)Nc2nccs2)C(C)C)cc1

Each line ends with the Löwdin charge.
Positions of all 41 atoms, in Å:
C -4.8998 -2.0654 -1.0095  -0.10
H -4.4351 -2.4103 -1.9393  0.09
O -3.9983 -2.1118 0.0680  -0.09
C -2.8725 -1.3427 0.0073  -0.28
C -2.5269 -0.5109 -1.0500  -0.01
C -1.3548 0.2255 -0.9992  -0.03
C -0.5033 0.1603 0.0934  -0.22
C -0.8546 -0.6857 1.1411  -0.03
C -2.0172 -1.4245 1.1058  0.00
H -2.2877 -2.0798 1.9189  0.12
H -0.2022 -0.7725 1.9978  0.12
C 0.7694 0.9624 0.1754  -0.25
C 1.5169 0.9735 -1.1767  -0.07
C 2.9790 1.2052 -0.9468  -0.45
O 3.5486 2.2595 -1.1027  0.09
N 3.7193 0.1236 -0.4912  0.11
C 3.3513 -1.1690 -0.2636  -0.61
N 2.1878 -1.6901 -0.4217  0.05
C 2.1700 -3.0039 -0.0917  -0.23
C 3.3479 -3.5199 0.3322  -0.41
S 4.5749 -2.3051 0.3281  1.03
H 3.5761 -4.5176 0.6447  0.06
H 1.2422 -3.5379 -0.1814  0.11
H 4.6958 0.3408 -0.3246  0.14
H 1.1475 1.7756 -1.8137  0.12
H 1.3745 0.0104 -1.6645  0.11
H 1.4146 0.4574 0.9022  0.13
C 0.5471 2.3989 0.7067  -0.37
C -0.5325 3.1658 -0.0514  -0.06
H -0.6114 4.1748 0.3470  0.08
H -0.2981 3.2449 -1.1095  0.07
H -1.4979 2.6770 0.0579  0.08
C 0.1957 2.3610 2.1928  -0.07
H 0.9753 1.8620 2.7648  0.08
H 0.0849 3.3713 2.5799  0.08
H -0.7410 1.8295 2.3462  0.08
H 1.4965 2.9333 0.5878  0.14
H -1.1105 0.8575 -1.8387  0.12
H -3.1579 -0.4270 -1.9213  0.10
H -5.7130 -2.7392 -0.7436  0.09
H -5.3006 -1.0570 -1.1567  0.09

***

ORCA calculation (ωB97M-V with the def2-TZVPD basis set) on a cluster of 2 separate species, C16H20N2O5 in total in a non-equilibrium geometry.

Total charge: -2
Orbital gap, eV: 3.72

Each line ends with the Löwdin charge.
Positions of all 43 atoms, in Å:
C 2.3088 -3.4472 0.7761  0.13
C 1.6711 -2.5491 1.2461  -0.03
C 1.1235 -1.3123 1.8065  -0.54
O 1.1717 -1.1729 3.0099  0.08
O 0.5250 -0.4040 1.0478  0.06
C 1.0776 -0.1265 -0.2817  -0.33
C 0.6021 -1.0593 -1.3782  -0.15
C -0.9258 -1.0662 -1.5000  -0.18
C -1.5847 -2.1482 -0.6150  -0.17
C -2.9608 -1.7800 -0.0344  -0.15
N -3.0710 -0.4292 0.4681  -0.12
C -3.6790 0.5598 -0.2456  -0.11
C -3.5931 1.7315 0.4594  -0.10
C -2.8969 1.4295 1.6594  -0.11
C -2.5867 0.0951 1.6294  -0.11
N 2.5326 -0.0472 -0.2156  0.14
C 2.9797 0.9550 0.4515  -0.38
C 2.3579 2.3093 0.3854  -0.02
C 4.2232 0.7659 1.2893  -0.05
H 2.9184 -4.1976 0.3379  0.02
H 0.6483 0.8408 -0.5889  0.09
H 1.0454 -2.0568 -1.3123  0.09
H 0.9777 -0.5867 -2.2878  0.12
H -1.2570 -0.0524 -1.2638  0.07
H -1.1997 -1.2317 -2.5420  0.11
H -1.7521 -3.0179 -1.2627  0.10
H -0.8854 -2.4779 0.1536  0.08
H -3.1653 -2.4767 0.7862  0.11
H -3.7295 -1.9519 -0.7856  0.11
H -4.1358 0.4479 -1.2138  0.12
H -3.9551 2.6943 0.1443  0.08
H -2.6275 2.1209 2.4406  0.08
H -2.0335 -0.4917 2.3431  0.11
H 1.9173 2.5751 1.3558  0.09
H 1.5702 2.3549 -0.3811  0.06
H 3.1405 3.0433 0.1874  0.08
H 4.8503 1.6600 1.2582  0.06
H 4.8026 -0.0346 0.8235  0.07
H 3.9507 0.4767 2.3020  0.07
C -0.1022 2.5280 -2.6373  -0.94
O -0.5467 2.5912 -3.8315  -0.21
O 0.6749 3.4413 -2.1326  -0.23
O -0.3814 1.4976 -1.8516  -0.22

***

ORCA calculation (ωB97M-V with the def2-TZVPD basis set) on a cluster of 4 separate species, C16H20N4 in total in a non-equilibrium geometry.

Energy relative to the best compared isomer or geometry (same formula, charge and spin), eV: 12.754
Orbital gap, eV: 7.97
SMILES string: c1cc[nH]c1.c1cc[nH]c1.c1cc[nH]c1.c1cc[nH]c1

Each line ends with the Löwdin charge.
Positions of all 40 atoms, in Å:
N -1.1948 -0.6465 -0.3373  -0.04
C -1.2166 0.2998 -1.2790  -0.08
C -2.6299 0.7376 -1.3600  -0.04
C -3.3494 0.0070 -0.3606  -0.08
C -2.4263 -0.9597 0.2357  -0.11
H -0.2593 -1.1475 -0.3504  0.10
H -0.4020 0.7379 -1.7585  0.07
H -2.8320 1.2270 -2.0553  -0.05
H -4.4008 0.1036 -0.0986  0.09
H -2.6269 -1.7745 0.8517  0.07
N 0.1810 -3.3068 0.4194  -0.11
C 1.0997 -2.8673 -0.4871  -0.15
C 1.8732 -1.7416 0.1704  -0.07
C 1.5015 -1.8002 1.7458  0.02
C 0.2021 -2.8520 1.7136  -0.08
H -0.5705 -4.0087 0.1090  0.19
H 1.0795 -3.3037 -1.4391  0.08
H 2.6188 -0.9563 -0.2927  0.09
H 2.0306 -1.3136 2.5625  0.04
H -0.2510 -3.2996 2.6032  0.08
N 4.2291 -0.0494 -2.6676  -0.06
C 3.9360 1.2646 -2.2273  -0.13
C 2.5455 1.6118 -2.6885  -0.12
C 1.9192 0.4299 -3.3925  -0.11
C 3.1092 -0.5654 -3.4372  -0.13
H 5.1658 -0.5661 -2.5341  0.17
H 4.6481 1.7700 -1.6010  0.08
H 2.0510 2.5977 -2.5743  0.08
H 0.9023 0.2038 -4.0944  0.14
H 3.2633 -1.5079 -4.0005  0.08
N -1.7894 1.3620 2.0346  -0.03
C -2.4763 2.6129 1.6879  -0.02
C -2.4974 3.3549 3.0474  -0.03
C -1.9787 2.3677 4.0823  -0.09
C -1.4054 1.1420 3.4613  -0.05
H -1.6600 0.8078 1.0806  0.11
H -2.7087 3.1227 0.9718  -0.02
H -2.7925 4.2998 3.1880  0.01
H -1.9137 2.3122 5.0457  -0.01
H -0.9742 0.2942 4.0253  0.09

***

| no. | DFT total energy (eV) |
| --- | --- |
| 1 | -62546.9631 |
| 2 | -19885.0595 |
| 3 | -23989.5002 |
| 4 | -34827.3974 |
| 5 | -30129.6419 |
| 6 | -22864.4319 |